Molecular formula: C40H105N5O15
Method: DFT, ωB97M-V with the def2-TZVPD basis set

Positions of all 165 atoms, in Å:
C -5.160 2.058 -0.962
O -4.178 1.183 -1.486
C -3.392 1.849 -2.405
C -2.201 0.901 -2.639
N -2.577 -0.340 -3.280
C -2.740 -0.273 -4.739
C -3.463 -1.417 -5.361
O -4.560 -1.678 -4.547
C -5.177 -2.792 -5.159
H -5.772 1.482 -0.288
H -5.695 2.510 -1.767
H -4.701 2.828 -0.360
H -3.001 2.825 -2.059
H -3.953 2.071 -3.287
H -1.783 0.665 -1.632
H -1.403 1.435 -3.185
H -3.461 -0.625 -2.924
H -1.811 -0.043 -5.246
H -3.399 0.579 -5.025
H -2.770 -2.297 -5.424
H -3.728 -1.136 -6.405
H -6.054 -3.023 -4.545
H -4.578 -3.692 -5.249
H -5.437 -2.479 -6.207
C 0.046 10.892 -0.099
O 0.519 9.721 -0.624
C 0.019 9.581 -1.962
C 0.487 8.295 -2.522
N -0.227 7.278 -1.870
C 0.061 5.935 -2.287
C -0.890 4.934 -1.594
O -0.680 4.952 -0.211
C -1.552 4.156 0.538
H -1.043 10.975 -0.155
H 0.407 11.799 -0.652
H 0.397 10.987 0.957
H 0.459 10.390 -2.542
H -1.090 9.628 -1.971
H 1.614 8.276 -2.450
H 0.288 8.231 -3.625
H -0.098 7.399 -0.863
H 1.132 5.621 -2.261
H -0.224 5.937 -3.356
H -0.828 3.914 -1.943
H -1.898 5.303 -1.833
H -1.464 4.418 1.583
H -1.415 3.106 0.264
H -2.631 4.353 0.324
C 0.563 -4.995 2.780
O 1.116 -5.458 3.998
C 2.127 -4.587 4.504
C 3.478 -4.702 3.689
N 4.564 -3.839 4.209
C 5.183 -4.399 5.417
C 6.407 -3.591 5.824
O 5.977 -2.248 6.147
C 7.072 -1.326 6.318
H -0.211 -5.648 2.392
H 1.380 -5.010 2.038
H 0.286 -3.961 2.843
H 2.356 -4.879 5.528
H 1.835 -3.530 4.426
H 3.288 -4.347 2.649
H 3.842 -5.735 3.641
H 4.151 -2.918 4.399
H 5.567 -5.441 5.424
H 4.440 -4.328 6.203
H 7.109 -3.598 4.985
H 6.706 -4.118 6.739
H 6.540 -0.441 6.622
H 7.564 -1.128 5.379
H 7.814 -1.595 7.064
C 0.991 1.574 -0.016
O 2.277 1.721 -0.538
C 2.437 3.091 -0.858
C 3.762 3.357 -1.534
N 4.906 3.433 -0.618
C 6.225 3.440 -1.256
C 6.713 2.289 -2.146
O 6.727 1.121 -1.373
C 6.929 -0.006 -2.205
H 0.277 1.929 -0.793
H 0.754 2.216 0.844
H 0.742 0.531 0.237
H 2.316 3.712 0.038
H 1.617 3.415 -1.579
H 3.745 4.251 -2.174
H 3.837 2.460 -2.234
H 4.837 2.647 0.034
H 6.919 3.521 -0.426
H 6.285 4.331 -1.902
H 7.687 2.552 -2.536
H 6.023 2.192 -3.032
H 7.935 -0.077 -2.601
H 6.319 0.078 -3.118
H 6.652 -0.889 -1.617
C 0.286 -7.744 0.062
O -0.072 -6.421 -0.295
C 0.708 -5.803 -1.332
C 0.035 -4.437 -1.632
N 0.786 -3.660 -2.694
C 0.014 -2.571 -3.317
C 1.061 -1.608 -3.891
O 1.999 -1.256 -2.828
C 3.010 -0.374 -3.155
H -0.240 -7.955 0.983
H 1.347 -7.844 0.238
H -0.067 -8.446 -0.713
H 0.793 -6.475 -2.224
H 1.699 -5.525 -0.966
H 0.007 -3.918 -0.687
H -1.014 -4.603 -1.929
H 1.606 -3.266 -2.263
H -0.631 -2.073 -2.607
H -0.642 -2.924 -4.135
H 0.537 -0.712 -4.207
H 1.546 -2.140 -4.714
H 2.627 0.607 -3.436
H 3.639 -0.697 -3.975
H 3.583 -0.225 -2.277
C -1.054 -1.408 0.615
C -2.170 -0.661 1.301
O -1.670 0.702 1.422
H -1.498 -2.364 0.344
H -0.220 -1.557 1.306
H -0.727 -0.883 -0.328
H -2.463 -1.053 2.278
H -3.111 -0.593 0.733
H -2.292 1.357 1.853
C -4.987 3.677 2.925
C -4.403 2.620 3.834
O -3.208 2.121 3.244
H -4.350 4.559 2.941
H -5.964 4.070 3.229
H -4.971 3.420 1.861
H -5.039 1.707 3.974
H -4.229 3.076 4.835
H -2.631 1.693 3.875
C 0.834 -1.060 4.494
C 0.506 0.416 4.631
O -0.702 0.671 4.020
H 1.689 -1.341 5.138
H 1.159 -1.339 3.472
H -0.006 -1.619 4.895
H 1.351 0.965 4.218
H 0.372 0.689 5.682
H -0.652 0.562 3.065
C -3.048 -4.410 1.895
C -4.489 -4.857 2.184
O -5.216 -5.225 1.033
H -3.140 -3.574 1.224
H -2.436 -5.188 1.410
H -2.646 -3.965 2.809
H -4.962 -4.057 2.759
H -4.470 -5.787 2.797
H -5.244 -4.457 0.429
C -4.110 -3.331 -1.895
C -5.034 -2.248 -1.414
O -5.759 -2.756 -0.215
H -4.547 -4.277 -2.187
H -3.275 -3.545 -1.210
H -3.664 -3.008 -2.841
H -5.761 -2.023 -2.202
H -4.510 -1.326 -1.083
H -6.331 -2.063 0.154

Summary:
LUMO energy   0.47 eV
Kohn-Sham gap   8.801 eV
Energy relative to the best compared isomer or geometry (same formula, charge and spin)   47.40 kJ/mol
Multiplicity   1
SMILES   COCCNCCOC.COCCNCCOC.COCCNCCOC.COCCNCCOC.COCCNCCOC.CCO.CCO.CCO.CCO.CCO
Highest occupied orbital energy   -8.33 eV
Total charge   0

Atom charges from the Löwdin analysis, given in e for atoms 1 to 99:
1. C -0.08
2. O -0.19
3. C -0.24
4. C -0.18
5. N -0.02
6. C -0.20
7. C -0.28
8. O -0.20
9. C -0.11
10. H 0.09
11. H 0.09
12. H 0.06
13. H 0.11
14. H 0.11
15. H 0.11
16. H 0.12
17. H 0.06
18. H 0.11
19. H 0.12
20. H 0.13
21. H 0.14
22. H 0.09
23. H 0.09
24. H 0.10
25. C -0.17
26. O -0.18
27. C -0.24
28. C -0.27
29. N -0.07
30. C -0.20
31. C -0.23
32. O -0.19
33. C -0.11
34. H 0.08
35. H 0.09
36. H 0.10
37. H 0.12
38. H 0.14
39. H 0.14
40. H 0.14
41. H 0.13
42. H 0.12
43. H 0.12
44. H 0.09
45. H 0.12
46. H 0.09
47. H 0.06
48. H 0.09
49. C -0.10
50. O -0.18
51. C -0.19
52. C -0.19
53. N -0.06
54. C -0.23
55. C -0.22
56. O -0.20
57. C -0.10
58. H 0.07
59. H 0.08
60. H 0.07
61. H 0.11
62. H 0.08
63. H 0.11
64. H 0.12
65. H 0.11
66. H 0.13
67. H 0.10
68. H 0.12
69. H 0.12
70. H 0.08
71. H 0.08
72. H 0.08
73. C -0.12
74. O -0.17
75. C -0.24
76. C -0.21
77. N -0.05
78. C -0.21
79. C -0.26
80. O -0.18
81. C -0.11
82. H 0.08
83. H 0.09
84. H 0.07
85. H 0.13
86. H 0.12
87. H 0.12
88. H 0.12
89. H 0.11
90. H 0.11
91. H 0.12
92. H 0.12
93. H 0.12
94. H 0.08
95. H 0.08
96. H 0.10
97. C -0.11
98. O -0.23
99. C -0.20